Entry 1:
Density functional theory data (ωB97M-V/def2-TZVPD) for a structure of composition C22H23KN6O7 in a non-equilibrium geometry.

## Properties
HOMO-LUMO gap: 6.499 eV
HOMO energy: -2.11 eV
M: 522.56 g mol⁻¹

```
! wB97M-V def2-TZVPD RIJCOSX def2/J DEFGRID3
* xyz -2 1
K -0.952 0.632 0.717
O -1.752 3.687 2.998
C -0.908 3.397 4.086
C -0.753 1.908 4.354
N -0.199 1.156 3.246
C 1.122 1.614 2.842
C 1.101 2.673 1.699
O 2.161 3.268 1.483
O 0.002 2.791 1.073
C -0.342 -0.277 3.495
C -1.819 -0.757 3.317
O -2.299 -1.419 4.252
O -2.348 -0.437 2.221
H -1.284 3.315 2.221
H -1.356 3.851 4.976
H 0.079 3.858 3.946
H -1.731 1.484 4.593
H -0.112 1.796 5.255
H 1.704 0.767 2.467
H 1.696 2.039 3.679
H -0.001 -0.560 4.504
H 0.264 -0.828 2.768
N -0.642 1.259 -4.200
C -0.582 1.198 -2.771
N 0.111 0.119 -2.216
C 0.185 -1.004 -2.888
N 0.794 -2.125 -2.474
N 1.187 -2.085 -1.183
C 1.901 -3.087 -0.820
C 2.368 -3.303 0.549
C 3.089 -4.478 0.813
C 3.555 -4.729 2.086
C 3.295 -3.804 3.086
C 2.575 -2.669 2.738
N 2.123 -2.409 1.517
C -0.367 -1.103 -4.269
C -0.468 -2.304 -4.959
C -0.982 -2.352 -6.247
C -1.397 -1.173 -6.859
C -1.303 0.034 -6.189
C -0.792 0.074 -4.891
H -1.156 2.047 -4.564
H -0.212 2.140 -2.386
H 2.172 -3.850 -1.556
H 3.268 -5.179 0.006
H 4.111 -5.635 2.298
H 3.632 -3.953 4.103
H 2.343 -1.926 3.493
H -0.127 -3.196 -4.452
H -1.062 -3.297 -6.769
H -1.804 -1.195 -7.864
H -1.630 0.954 -6.662
C -2.385 4.055 -0.512
O -1.875 3.040 -1.381
C -2.654 1.975 -1.549
O -2.046 1.092 -2.292
H -1.627 4.243 0.243
H -3.315 3.714 -0.061
H -2.555 4.954 -1.107
*
```

Entry 2:
Density functional theory data (ωB97M-V/def2-TZVPD) for a structure of composition C22H23MoN3O6S2.

## Properties
HOMO-LUMO gap (alpha / beta): 7.317 / 7.320 eV
HOMO energy (alpha / beta): -8.67 / -8.67 eV
M: 585.51 g mol⁻¹

```
! wB97M-V def2-TZVPD RIJCOSX def2/J DEFGRID3
* xyz 0 1
Mo -0.929 -0.329 -0.423
O 0.453 -0.170 3.432
C 1.736 -0.660 3.117
C 2.121 -0.614 1.640
N 1.221 -1.316 0.690
C 0.680 -2.549 1.271
C -0.706 -2.299 1.869
O -1.090 -2.823 2.875
O -1.411 -1.504 1.084
C 2.003 -1.596 -0.510
C 1.102 -2.180 -1.569
O 1.465 -2.990 -2.375
O -0.140 -1.695 -1.551
H 0.447 0.790 3.371
H 1.751 -1.684 3.490
H 2.522 -0.120 3.657
H 3.114 -1.081 1.579
H 2.223 0.416 1.298
H 1.343 -2.997 2.012
H 0.532 -3.285 0.478
H 2.822 -2.298 -0.329
H 2.425 -0.658 -0.885
C -0.611 -0.221 -3.699
C -1.234 0.481 -2.524
N -0.454 1.137 -1.625
N -0.352 2.481 -1.457
C -0.252 2.762 -0.204
S -0.398 1.495 0.977
S 0.090 4.368 0.393
C 0.204 5.341 -1.155
C -1.136 5.862 -1.605
C -1.532 7.150 -1.256
C -2.777 7.634 -1.628
C -3.644 6.832 -2.353
C -3.255 5.550 -2.714
C -2.008 5.066 -2.348
C -2.654 0.911 -2.632
C -3.247 1.569 -3.702
C -4.592 1.899 -3.638
C -5.343 1.574 -2.512
C -4.767 0.923 -1.430
C -3.423 0.599 -1.517
O -2.807 -0.084 -0.519
H 0.453 -0.377 -3.559
H -0.755 0.407 -4.584
H -1.081 -1.184 -3.891
H 0.687 4.715 -1.902
H 0.876 6.161 -0.906
H -0.859 7.779 -0.685
H -3.070 8.638 -1.347
H -4.618 7.206 -2.640
H -3.919 4.918 -3.288
H -1.710 4.069 -2.640
H -2.664 1.821 -4.579
H -5.059 2.411 -4.468
H -6.395 1.827 -2.476
H -5.335 0.661 -0.549
*
```

Entry 3:
Density functional theory data (ωB97M-V/def2-TZVPD) for a cluster of 2 separate species, C22H23N3O in total in a non-equilibrium geometry.

## Properties
HOMO-LUMO gap: 3.802 eV
HOMO energy: -5.61 eV
M: 345.45 g mol⁻¹

```
! wB97M-V def2-TZVPD RIJCOSX def2/J DEFGRID3
* xyz 0 1
C 1.189 -3.330 0.059
C -0.219 -2.933 0.085
N -1.257 -3.828 0.031
C -2.394 -3.083 0.048
C -3.769 -3.633 0.047
C -2.004 -1.710 0.107
N -0.654 -1.636 0.150
H 1.818 -2.438 -0.005
H 1.445 -3.886 0.968
H 1.377 -3.966 -0.812
H -4.496 -2.814 0.051
H -3.958 -4.254 -0.838
H -3.950 -4.254 0.935
H -2.685 -0.871 0.125
C -3.748 2.983 3.776
O -2.349 2.978 4.146
C -1.496 2.295 3.340
C -1.909 1.668 2.139
C -0.949 1.110 1.320
C 0.396 0.969 1.717
C 1.321 0.284 0.860
C 1.413 0.556 -0.499
C 2.439 0.069 -1.424
C 3.569 -0.711 -1.245
C 4.388 -0.967 -2.360
C 4.075 -0.442 -3.624
C 2.950 0.381 -3.809
C 2.152 0.609 -2.697
N 1.013 1.419 -2.567
C 0.427 2.225 -3.618
C 0.579 1.399 -1.280
C 0.775 1.540 2.969
C -0.131 2.245 3.728
H -4.228 3.577 4.552
H -3.897 3.446 2.791
H -4.157 1.963 3.768
H -2.959 1.649 1.840
H -1.249 0.725 0.352
H 2.104 -0.335 1.301
H 3.794 -1.099 -0.252
H 5.282 -1.580 -2.243
H 4.721 -0.667 -4.472
H 2.701 0.830 -4.769
H 0.959 2.024 -4.550
H -0.638 1.985 -3.732
H 0.507 3.295 -3.382
H -0.272 1.987 -0.955
H 1.817 1.461 3.284
H 0.156 2.762 4.642
*
```

Entry 4:
Density functional theory data (ωB97M-V/def2-TZVPD) for an isolated molecule of C22H23N3O in a non-equilibrium geometry.

## Properties
HOMO-LUMO gap: 7.929 eV
HOMO energy: -8.25 eV
M: 345.45 g mol⁻¹

```
! wB97M-V def2-TZVPD RIJCOSX def2/J DEFGRID3
* xyz 0 1
N -8.983 0.068 -4.171
C -8.066 0.289 -3.481
N -4.415 1.673 1.073
O -5.819 1.693 0.691
C -3.737 1.293 0.026
C 6.800 -0.771 -0.818
C 6.351 -1.990 -0.278
C 6.161 0.425 -0.480
C -5.619 0.355 -3.184
C -7.061 0.986 -1.362
C -4.476 0.538 -2.397
C 5.350 -1.986 0.699
C 5.178 0.406 0.559
C -6.924 0.515 -2.661
C -5.922 1.241 -0.611
C -4.670 1.020 -1.096
C 4.793 -0.793 1.151
N 2.436 -0.573 1.805
C 3.807 -0.803 2.289
C -2.238 1.285 0.061
C 1.948 -1.500 0.729
C 2.003 0.806 1.658
C -1.635 -0.045 0.522
C 0.417 -1.446 0.611
C 0.478 0.923 1.567
C -0.102 0.013 0.451
H 7.517 -0.798 -1.598
H 6.762 -2.953 -0.588
H 6.486 1.368 -0.936
H -5.480 0.071 -4.230
H -8.040 1.188 -0.932
H -3.480 0.326 -2.738
H 5.031 -2.960 1.099
H 4.776 1.364 0.880
H 4.093 -0.011 3.017
H 3.891 -1.753 2.814
H -1.945 2.046 0.812
H -1.811 1.604 -0.908
H 2.219 -2.520 0.995
H 2.409 -1.230 -0.254
H 2.406 1.449 2.489
H 2.451 1.225 0.737
H -1.924 -0.313 1.540
H -2.024 -0.823 -0.152
H 0.140 -2.012 -0.284
H -0.041 -1.879 1.505
H 0.266 1.988 1.399
H 0.034 0.663 2.523
H 0.208 0.342 -0.543
*
```

In eV, the energy above the lowest of the compared OMol25 structures with the same formula, charge and spin values for the records above are, in order, 2.925, 1.276, 4.166, 2.856.